# 1
A cluster of 12 separate species, C36H96O12 in total at a distorted geometry, computed with ωB97M-V with the def2-TZVPD basis set.

* SMILES: CC(C)O.CC(C)O.CC(C)O.CC(C)O.CC(C)O.CC(C)O.CC(C)O.CC(C)O.CC(C)O.CC(C)O.CC(C)O.CC(C)O
* HOMO energy: -9.718 eV
* ΔE to the lowest compared entry with this formula, charge and spin: 153.5 kcal/mol
* frontier orbital gap: 9.82 eV
* charge: 0

Atoms and positions in Å:
O 6.5110 -6.1487 -1.1233
O -1.7035 7.8003 3.1466
O 1.2824 -1.2270 1.4154
O -6.0610 -4.1994 1.1942
O -6.1972 3.7901 -1.5784
O -0.1453 2.0664 -5.4230
O 7.0927 0.3479 -2.4400
O 5.4050 5.5922 -0.7413
O 2.2722 -6.0025 6.1708
O -2.7012 1.4599 5.6336
O -5.5919 1.0090 -1.1269
O 0.2911 -1.1497 -6.0188
C 5.7803 -0.0142 -2.9728
C -5.5950 -0.2318 0.9448
C -4.3129 -4.8518 2.7543
C 0.3130 -1.9106 -4.8015
C 4.1336 3.7323 -1.4978
C 5.4785 -5.3342 -0.7953
C 0.5653 3.7934 -4.0545
C -0.7054 -1.0701 0.2839
C 4.5880 -6.1392 0.1384
C -4.1794 -5.3599 0.1999
C -2.9184 5.9900 4.2011
C 4.9558 4.3331 -0.3624
C 5.7352 0.0607 -4.4727
C -4.6142 -4.3364 1.2189
C 6.2323 -4.1791 -0.1578
C 0.5657 2.2870 -4.2089
C 2.4360 -4.7925 5.5017
C -3.0370 0.0210 5.4719
C -4.0692 3.6692 -2.5471
C -3.4099 0.8984 -0.0795
C 1.0721 0.7318 0.2762
C 1.3389 -4.5890 4.4323
C 2.0061 1.7370 -4.3929
C -4.9746 0.9602 0.1640
C -3.4743 -0.1816 4.0576
C 0.1531 -3.3927 -5.1142
C 0.7854 -0.7415 0.2310
C -1.6261 5.7556 2.0603
C -5.3447 5.7689 -2.2798
C -2.5048 6.6684 2.9032
C 6.1769 3.5048 0.1396
C 5.3815 -1.3656 -2.4662
C 3.8268 -4.9127 4.8290
C -5.4479 4.3589 -2.6448
C -4.0338 -0.4101 6.5076
C -0.7141 -1.3658 -3.7886
H 7.3082 1.2158 -2.7892
H 0.0033 1.8813 -3.3679
H -4.1513 -3.3539 1.1273
H 4.6859 3.9457 -2.4130
H -0.0627 -0.3105 -5.7152
H 6.2429 -2.0281 -2.5519
H 4.1532 -3.9549 4.4237
H -4.5057 -5.2142 -0.8299
H 5.1067 0.7516 -2.5880
H -4.8368 -5.7854 2.9594
H 6.6839 4.0509 0.9350
H -3.3441 6.9871 2.2850
H 0.4165 -4.0417 -4.2791
H -6.1474 2.8744 -1.8622
H -1.1286 -0.5893 1.1658
H 2.4819 -3.9629 6.2073
H 4.3220 4.3499 0.5242
H -1.7309 -1.6880 -4.0131
H -5.1498 6.4019 -3.1454
H 0.6477 -1.1632 2.1328
H -4.5982 5.9076 -1.4977
H 1.0737 -5.5696 4.0372
H -4.2628 -1.4737 6.4412
H -6.5050 -5.0505 1.1797
H -0.9939 -2.0919 0.5307
H 1.6676 -3.9361 3.6238
H -4.3642 0.4464 4.0144
H -0.8463 -3.6352 -5.4754
H 1.1789 -1.2549 -0.6463
H 3.7523 -5.5265 0.4766
H 4.8181 -4.9728 -1.5835
H -3.0906 -5.4106 0.1969
H -0.5511 -1.8120 -2.8076
H -4.9254 0.1591 6.2448
H 3.8045 -5.6485 4.0252
H -3.2009 -0.0351 -0.6021
H -2.0444 5.7195 4.7936
H 2.5586 2.3290 -5.1225
H -6.6697 -0.1517 1.1081
H 0.6769 1.2466 1.1519
H -3.7626 -0.0179 7.4877
H 0.6474 1.2728 -0.5694
H 4.7011 0.1577 -4.8034
H -4.5216 -4.0739 3.4887
H -4.0450 2.7464 -3.1267
H 6.6702 -6.5545 -0.2680
H 4.1079 -6.8679 -0.5148
H -3.4528 1.8474 6.0881
H -3.2632 -5.0745 2.9458
H -0.5008 -0.3062 -3.6476
H -2.0989 4.7832 1.9226
H 5.5357 -3.4501 0.2562
H 1.3437 -1.7508 -4.4851
H -0.3661 4.1362 -3.6038
H -6.0292 4.0289 -3.5057
H 6.2900 -0.8191 -4.7986
H 2.2068 0.6715 -4.5048
H 1.3352 -6.0226 6.3788
H 0.2879 2.6097 -6.0853
H 5.0038 -6.7391 0.9479
H -1.1074 -0.5464 -0.5834
H -5.4943 -1.1309 0.3368
H -3.7628 -1.1882 3.7549
H 0.8135 -3.5973 -5.9569
H -6.3487 6.0036 -1.9262
H -2.6915 0.1698 3.3854
H -1.1514 7.5986 3.9055
H -3.1787 1.7720 -0.6891
H -3.4779 6.6621 4.8517
H -5.3089 1.8633 0.6746
H 4.7611 6.2892 -0.5959
H -2.1417 -0.5997 5.5079
H 2.5069 1.8445 -3.4307
H 6.8525 3.1763 -0.6502
H 4.5926 -5.2689 5.5181
H 5.0367 -1.2373 -1.4402
H 4.5504 -1.7698 -3.0442
H 6.2511 0.9351 -4.8694
H 6.8789 -3.6475 -0.8561
H -2.8421 0.9400 0.8500
H -5.2106 -0.1343 1.9601
H 4.1214 2.6428 -1.5268
H -0.7122 5.5945 2.6320
H 1.4484 4.0229 -3.4583
H -3.3699 4.2798 -3.1182
H 0.3799 -4.2223 4.7982
H -4.6762 -6.3092 0.3999
H 2.1052 1.0385 0.1126
H 0.7177 4.4164 -4.9359
H -3.6471 5.1985 4.0262
H 3.1779 4.1936 -1.7468
H 6.9474 -4.4362 0.6236
H 5.8609 2.4993 0.4174
H -1.2448 6.0597 1.0855
H -3.7031 3.5357 -1.5291
H -6.5124 0.7394 -1.1682

Atom charges from the Mulliken analysis, given in e for atoms 1 to 8: O -0.56; O -0.55; O -0.56; O -0.57; O -0.54; O -0.59; O -0.63; O -0.57

***

# 2
A structure of composition C11H4N2O5Y at a distorted geometry, computed with ωB97M-V with the def2-TZVPD basis set.

* HOMO energy: -19.951 eV
* frontier orbital gap: 3.90 eV
* charge: +3

Atoms and positions in Å:
Y 0.0000 0.0012 -0.1296
O -2.7589 1.6361 0.0991
O 0.0000 -0.0011 -4.0298
O -1.6377 -2.7583 0.1012
O 2.7592 -1.6346 0.1019
O 1.6364 2.7585 0.0983
N -0.0563 -0.0696 2.2717
N 2.9286 0.0539 5.9972
C 1.9946 0.0285 5.2622
C -1.0489 -1.7751 -0.0041
C 0.8305 -0.0042 4.3854
C -1.5367 -0.0369 4.0953
C 0.0001 -0.0009 -2.8629
C 1.0305 -0.0347 3.0091
C 1.7713 -1.0520 0.0027
C -0.4541 -0.0041 4.8895
C -1.7666 1.0595 -0.0155
C 1.0501 1.7735 0.0036
C -1.2941 -0.0860 2.6878
H -0.6217 0.0241 5.9863
H -2.1792 -0.1165 2.0210
H -2.5813 -0.0271 4.3976
H 2.0424 -0.0257 2.5404

Atom charges from the Mulliken analysis, given in e for atoms 1 to 8: Y 1.65; O 0.12; O -0.07; O 0.13; O 0.14; O 0.14; N -0.34; N -0.27

***

# 3
A cluster of 11 separate species, C32H74Cl2N10O10 in total at a distorted geometry, computed with ωB97M-V with the def2-TZVPD basis set.

* SMILES: CNC(C)=O.CNC(C)=O.CNC(C)=O.CNC(C)=O.CNC(C)=O.CNC(C)=O.CNC(C)=O.CNC(C)=O.CNC(C)=O.CNC(C)=O.ClCCCl
* HOMO energy: -8.950 eV
* ΔE to the lowest compared entry with this formula, charge and spin: 3.5 kcal/mol
* frontier orbital gap: 8.87 eV
* charge: 0

Atoms and positions in Å:
Cl -0.7870 2.2001 0.0223
Cl 1.0832 -0.6343 -0.5486
O 3.4290 3.6185 -2.9524
O -2.3273 -3.8061 2.8177
O -0.6224 3.7576 7.4242
O 2.4970 -5.1478 -1.6156
O 5.8278 -2.0437 2.2000
O -3.2124 -2.1742 -1.8433
O -0.4039 0.9364 -4.2062
O 5.8110 2.7979 1.4515
O -5.3472 0.5692 -0.3061
O -1.9168 -0.5310 3.4278
N -4.0732 -2.9303 -3.7748
N 5.1043 0.0626 2.6817
N -2.0779 1.4672 -5.6332
N -0.2838 3.5067 5.2217
N -2.7713 -2.7272 0.8510
N -0.5079 -2.0158 4.3674
N -5.5214 2.4654 0.9849
N 2.4762 1.7340 -3.7681
N 4.3530 3.2483 -0.2192
N 2.8047 -3.1270 -2.6706
C -0.8629 -4.2016 1.0318
C -6.0183 0.4280 1.9859
C 0.4268 -1.9688 3.2834
C 6.0926 -0.8548 2.3809
C -1.5956 1.2325 -4.3710
C -0.6748 -0.3846 -0.6907
C 4.0683 -3.5522 -0.6020
C -0.7602 3.0796 6.4174
C 3.6954 0.9469 -3.6843
C -0.4769 2.8906 3.9093
C 1.1199 3.7991 -3.5698
C -2.4912 1.4097 -3.1830
C -2.0724 -3.5708 1.6452
C 5.6218 3.1605 0.2889
C 3.0980 -4.0566 -1.6815
C -5.6096 1.1302 0.7578
C 2.4035 3.0202 -3.3655
C -2.7509 -1.9316 5.3344
C 1.5792 -3.1884 -3.3650
C 7.3700 -0.1904 1.9775
C 3.2209 2.6587 0.4478
C -1.2520 0.5180 0.3439
C -1.7880 -2.1766 -3.8210
C -5.3737 -3.1763 -3.1760
C -3.7227 -1.8596 1.4741
C 6.7464 3.6335 -0.6210
C -3.0478 -2.4121 -3.0432
C -1.7432 -1.4408 4.3098
C -1.2318 1.6955 6.5150
C 3.7082 -0.4148 2.7454
C -5.0525 3.3638 -0.0251
C -1.3443 1.1999 -6.8332
H 1.2597 -2.6586 3.4962
H -0.6207 0.9442 6.0662
H 4.5535 -2.6663 -1.0353
H 3.6251 -1.1291 3.5864
H -4.0987 -1.1376 0.7494
H 0.6798 -2.9344 -2.8222
H -5.1449 0.3836 2.6595
H 3.4964 -3.2208 0.2384
H -5.3205 -4.0137 -2.4019
H -0.1037 4.4979 5.2740
H -2.7320 0.4506 -2.7679
H -2.9721 -2.9607 5.1467
H -6.8018 1.0267 2.4608
H 7.5506 0.7373 2.5547
H -1.9194 1.9044 -2.3966
H 1.0985 4.4408 -2.7123
H 3.5887 0.0360 -4.2444
H -2.1894 1.5357 5.9829
H -3.0729 1.5357 -5.7531
H -1.9644 0.6786 -7.5840
H -1.5097 2.8573 3.5583
H -5.9751 2.8587 1.7930
H 7.5494 2.9325 -0.5632
H -2.3704 -1.7900 6.3455
H 0.2593 3.3415 3.2580
H 3.4143 1.6892 0.9438
H 0.2578 3.1783 -3.6070
H -1.1283 -1.3490 -0.7303
H -0.4234 -2.8236 4.9742
H -6.0884 -3.3938 -3.9549
H 4.4415 1.6476 -3.9978
H -1.0429 -1.6814 -3.1779
H 1.1790 4.3093 -4.5085
H -1.4046 -3.1722 -4.1828
H 3.1752 0.5250 2.9357
H 4.2882 3.3451 -1.2487
H 6.4136 3.6280 -1.6626
H -5.6022 3.4047 -0.9570
H 3.2636 -2.2573 -2.5073
H -3.4184 1.8682 -3.5463
H 0.8655 -0.9643 3.1214
H -0.9067 -0.0058 -1.6500
H -0.9820 -4.6930 0.0555
H 2.8882 3.3174 1.2985
H 5.3041 1.0765 2.5829
H 7.1241 4.6128 -0.3622
H -3.6541 -1.3501 5.1912
H -4.9216 4.3378 0.4700
H -1.0022 2.1667 -7.2731
H 2.4527 2.5085 -0.2859
H 1.6161 1.2615 -4.0303
H 3.3703 -0.8647 1.8117
H -6.3858 -0.5817 1.8485
H -5.6521 -2.2977 -2.5891
H 3.8525 0.6950 -2.6453
H -1.9546 -1.6031 -4.7477
H -4.6120 -2.3917 1.7850
H -3.2250 -1.3976 2.3732
H 7.2241 0.2327 0.9710
H -0.1818 1.8418 3.9477
H 1.5454 -4.2311 -3.7048
H -2.3330 0.5591 0.1788
H -0.0653 -3.4175 0.8683
H -0.3957 -4.9267 1.6658
H -0.0394 -2.2456 2.3092
H 4.7548 -4.3366 -0.2972
H -4.0156 3.0753 -0.3574
H 1.6252 -2.6367 -4.3170
H -2.6657 -2.6783 -0.1370
H -1.0193 0.1543 1.3648
H -0.4286 0.6472 -6.5796
H -3.9272 -2.9789 -4.7916
H 8.1755 -0.8931 1.9711
H -1.4365 1.4256 7.5640

Atom charges from the Mulliken analysis, given in e for atoms 1 to 8: Cl -0.23; Cl 0.23; O -0.81; O -0.63; O -0.67; O -0.66; O -0.64; O -0.66

***

# 4
A structure of composition C26H22BrCsF6N8O2PS2Se2Te, computed with ωB97M-V with the def2-TZVPD basis set.

* HOMO energy (alpha / beta): -2.888 / -2.888 eV
* ΔE to the lowest compared entry with this formula, charge and spin: 6.1 kcal/mol
* frontier orbital gap (alpha / beta): 6.33 / 5.65 eV
* 2S+1: 2
* charge: -2

Atoms and positions in Å:
Cs 0.8446 1.0478 -0.4670
Te -5.2712 1.2263 0.1447
Br -0.4594 3.5776 -3.3035
Se -3.1222 -2.9763 3.1868
Se -1.3918 -4.4865 3.1152
S -2.4003 -1.3697 -6.2663
S -2.4790 2.7727 0.4852
P 1.3016 2.6568 3.4415
F 2.1216 3.4253 4.5896
F 0.1252 3.7568 3.5036
F 0.4484 1.8418 2.2845
F 2.4562 1.5220 3.3545
F 0.5288 1.7674 4.5647
F 2.0413 3.4951 2.2828
O 3.0752 0.1881 -1.6133
O 4.8798 0.2976 -2.9701
N -1.7830 -0.8344 -3.5613
N -2.4625 0.2668 2.5237
N -2.7194 3.2598 4.3506
N 0.0001 -2.0197 3.0938
N 1.7982 2.0139 -3.1799
N -2.4558 1.5921 2.9502
N -2.3810 -2.0942 0.6341
N -2.7044 3.6823 3.0537
C 0.1492 -3.3225 2.9961
C -5.6070 3.1704 -2.1819
C -2.5214 2.6979 2.1650
C -4.9795 1.9887 -1.7860
C 2.5023 -3.1524 2.6827
C 2.3638 -1.7753 2.7796
C 2.9205 1.4304 -3.6191
C -2.5889 1.9726 4.2601
C 1.4579 2.9934 -5.3349
C -3.6556 -2.3417 -1.3820
C -4.5278 -3.1530 0.6865
C 1.1188 2.7645 -4.0130
C 2.6180 2.3851 -5.7894
C -3.9047 1.8523 -3.9433
C -4.5371 3.0240 -4.3332
C -2.5296 -1.9276 -0.6805
C 1.3756 -3.9485 2.7919
C 3.3658 1.6070 -4.9226
C -3.3598 -2.7072 1.2853
C -4.1243 1.3367 -2.6723
C 3.7144 0.5435 -2.6314
C -2.0400 -1.0609 -4.6781
C -5.3867 3.6829 -3.4520
C -2.5407 1.0031 5.3754
C -4.6756 -2.9553 -0.6806
C 1.0943 -1.2615 2.9822
H -5.5758 -3.2827 -1.1861
H 2.9285 2.5195 -6.8188
H -1.5560 -0.1659 2.6883
H -3.6087 0.4293 -2.3866
H -5.8738 4.6041 -3.7516
H -3.2391 1.3260 -4.6159
H -1.5486 0.5555 5.4277
H 1.4352 -5.0260 2.7019
H 4.2857 1.1212 -5.2131
H -2.6411 0.2755 1.5208
H 3.4729 -3.5993 2.5074
H 0.8338 3.6038 -5.9700
H -5.2872 -3.6483 1.2756
H 3.2033 -1.1015 2.6811
H -3.7000 -2.1575 -2.4471
H -1.7422 -1.4222 -1.2237
H 0.9468 -0.1947 3.0495
H -2.6802 4.6606 2.8330
H -4.3628 3.4269 -5.3236
H -2.7501 1.5226 6.3072
H -3.2662 0.2054 5.2100
H -6.2564 3.6905 -1.4889

Atom charges from the Mulliken analysis, given in e for atoms 1 to 8: Cs 1.18; Te 0.24; Br -0.20; Se -0.07; Se -0.13; S -0.54; S -0.19; P 1.20

***

# 5
A cluster of 7 separate species, C20H42FNO11S4 in total at a distorted geometry, computed with ωB97M-V with the def2-TZVPD basis set.

* HOMO energy: -9.877 eV
* ΔE to the lowest compared entry with this formula, charge and spin: 24.1 kcal/mol
* frontier orbital gap: 10.04 eV
* charge: 0

Atoms and positions in Å:
S -35.6954 -16.1015 -5.9876
S -37.1948 -16.7339 -10.6201
S -42.2774 -16.2790 -9.9762
S -42.7507 -17.2433 -2.6914
F -40.2083 -17.4609 -7.3526
O -42.0866 -15.1610 -9.1118
O -37.2473 -16.0153 -9.3206
O -37.4352 -15.9482 -11.8146
O -41.3093 -16.4181 -11.0294
O -36.6365 -15.0381 -6.2123
O -43.2096 -18.5625 -2.7959
O -39.3092 -21.7681 -5.7460
O -34.5082 -15.9294 -6.7125
O -39.0733 -22.2499 -3.5997
O -40.3974 -20.6624 -4.2832
O -43.0032 -16.4534 -1.5470
N -39.3050 -14.8870 -7.5209
C -38.3203 -18.0357 -10.4453
C -43.9990 -18.2849 -9.4871
C -39.6205 -21.5962 -4.4777
C -39.8729 -20.7209 -6.4836
C -42.9774 -16.2696 -4.2172
C -36.6676 -16.9884 -3.8024
C -36.5795 -17.6915 -6.2949
C -37.6169 -19.3906 -10.5220
C -43.9287 -16.1987 -10.7215
C -40.6848 -19.9178 -5.4892
C -37.0029 -18.1270 -4.8547
C -40.9544 -17.2298 -2.8127
C -40.5478 -16.1957 -3.9299
C -35.7883 -17.8668 -10.6759
C -40.8584 -21.3968 -7.5304
C -41.7987 -15.4651 -4.3918
C -42.7407 -17.7029 -8.9769
C -44.8880 -17.0458 -9.8824
C -36.2130 -19.0978 -10.0292
C -35.4920 -16.2876 -4.2029
H -35.4769 -17.9603 -11.6538
H -43.8383 -15.8112 -4.1636
H -41.4524 -20.5478 -8.0942
H -36.1744 -19.1968 -9.0571
H -35.6097 -18.1952 -6.6359
H -39.2319 -15.5022 -8.3158
H -41.7328 -18.1847 -9.3317
H -45.1386 -16.6675 -8.8151
H -39.0807 -17.8418 -11.1582
H -37.4564 -17.4915 -7.0471
H -41.8020 -20.1281 -5.4828
H -36.3030 -18.9383 -4.7101
H -43.8104 -18.8969 -10.4023
H -40.7953 -18.2219 -3.1020
H -42.1610 -14.5219 -3.8766
H -45.7257 -17.3006 -10.5914
H -38.1734 -20.1597 -9.8066
H -44.2364 -15.0961 -10.5460
H -42.9821 -17.1002 -4.9433
H -40.2952 -14.5647 -7.4756
H -39.1743 -15.3923 -6.6892
H -40.2302 -18.7984 -5.4891
H -37.5931 -19.7043 -11.4978
H -39.2366 -20.3450 -7.1444
H -41.4916 -14.8672 -5.2463
H -42.5704 -17.3844 -7.9846
H -41.3105 -22.4742 -7.1201
H -43.5395 -16.5580 -11.6051
H -40.3303 -21.8285 -8.2407
H -38.0246 -18.5206 -4.8549
H -38.8822 -17.9276 -9.5120
H -35.0248 -17.3094 -10.2081
H -37.4825 -16.3505 -3.8430
H -44.5279 -19.0169 -8.8267
H -40.6917 -17.3524 -1.5764
H -39.7255 -15.5896 -3.7045
H -34.5695 -16.7436 -3.8671
H -35.4931 -19.8349 -10.2734
H -40.0452 -16.7143 -4.6832
H -38.8003 -14.2153 -7.4858
H -35.1945 -15.2415 -3.8349
H -36.4992 -17.3420 -2.8519

Atom charges from the Mulliken analysis, given in e for atoms 1 to 8: S 1.07; S 0.99; S 1.26; S 1.15; F -0.68; O -0.72; O -0.51; O -0.75